Density functional theory data (wB97M-V/def2-TZVPD) for a structure of composition C53H50AsEuN3O3S3Si.

The geometry in XYZ format:
```
115
C53H50AsEuN3O3S3Si (wB97M-V/def2-TZVPD)
Eu 13.4266 12.2754 13.5446
C 7.1657 10.7484 20.3435
C 8.2344 10.7707 19.2606
C 8.7717 9.6418 18.6496
C 9.7825 9.7022 17.6811
C 10.3197 10.9160 17.2718
C 9.8287 12.0481 17.8804
C 8.7916 11.9719 18.8144
S 11.5217 11.0034 15.8926
O 11.5235 9.6320 15.4560
O 10.9779 11.9927 14.9694
N 12.8770 11.6176 16.3110
C 13.7623 10.7829 16.9793
C 13.4930 10.1883 18.1835
C 14.3878 9.2620 18.7657
C 15.5733 8.9425 18.1402
C 15.9051 9.5874 16.9090
C 17.1295 9.3451 16.2188
C 17.4199 10.0812 15.1203
C 16.4623 11.0145 14.6350
N 15.3044 11.2059 15.2059
C 15.0361 10.5353 16.3566
H 6.6230 9.8116 20.3650
H 6.4209 11.5208 20.1803
H 7.5976 10.8827 21.3331
H 8.3652 8.6673 18.9269
H 10.1458 8.7794 17.2247
H 10.2018 13.0249 17.6138
H 8.4347 12.9217 19.2138
H 12.5647 10.4269 18.6760
H 14.1326 8.8493 19.7307
H 16.2878 8.2397 18.5582
H 17.8360 8.6200 16.5891
H 18.3136 9.9331 14.5125
H 16.6210 11.5694 13.7085
C 12.6548 15.3898 17.0038
Si 13.7027 15.4111 15.4386
C 14.3520 17.1284 15.0290
C 15.2338 14.4847 16.0151
N 12.8895 14.7311 14.1028
C 11.8403 15.2806 13.4775
C 11.0738 16.4018 13.9734
C 9.9885 16.9558 13.3078
C 9.5888 16.4793 12.0588
C 10.2924 15.3937 11.5318
C 11.3630 14.8425 12.1985
O 11.9883 13.6956 11.6549
C 12.5857 13.8479 10.4095
C 13.1512 15.0728 10.0300
C 13.7783 15.1517 8.8145
C 13.8374 14.0606 7.9794
C 13.2024 12.8740 8.3288
C 12.5824 12.7530 9.5670
H 13.1926 15.7375 17.8823
H 12.3857 14.3535 17.1251
H 11.7426 15.9639 16.9231
H 14.9432 17.5618 15.8249
H 13.5478 17.8178 14.7998
H 14.9643 16.9938 14.1304
H 15.7442 15.1411 16.7228
H 15.9238 14.2749 15.2019
H 15.0028 13.5411 16.5269
H 11.3665 16.8534 14.9049
H 9.4530 17.8046 13.7342
H 8.7535 16.8860 11.5081
H 10.0333 14.9929 10.5524
H 13.1631 15.8731 10.7590
H 14.2890 16.0709 8.5111
H 14.3046 14.1353 7.0142
H 13.1845 12.0604 7.6156
H 12.0726 11.8489 9.8619
C 15.6847 8.6129 10.3039
C 15.3327 9.8155 11.1999
S 14.1855 9.3643 12.4930
C 15.8005 11.0386 10.8864
C 16.6505 11.2246 9.6369
S 15.6594 12.6215 11.7037
H 15.3380 7.6966 10.7600
H 16.7813 8.4990 10.1590
H 15.2511 8.6760 9.3013
H 16.8005 10.3155 9.0623
H 17.6404 11.6111 9.9250
H 16.2006 11.9820 8.9917
C 8.6168 7.2028 14.5439
C 8.1487 8.5102 14.5568
C 8.7889 9.4771 13.7987
C 9.8991 9.1247 13.0218
C 10.3627 7.8169 13.0232
C 9.7198 6.8498 13.7909
As 10.8879 10.5261 12.0781
C 9.3223 11.4555 11.3924
C 8.6650 12.4713 12.0661
C 7.5298 13.0275 11.5113
C 7.0621 12.5617 10.2770
C 7.7208 11.5552 9.5769
C 8.8567 10.9856 10.1543
C 9.6692 9.8678 9.6002
C 9.3831 9.0984 8.4821
C 10.2201 8.0280 8.1537
C 11.4014 7.8134 8.8717
C 11.7183 8.5982 9.9748
C 10.8171 9.5805 10.3619
H 8.1437 6.4550 15.1722
H 7.2883 8.7824 15.1473
H 8.4371 10.5001 13.8372
H 11.2266 7.5469 12.4307
H 10.0896 5.8336 13.7879
H 9.0506 12.8753 13.0073
H 7.0296 13.8368 12.0390
H 6.1597 12.9815 9.8309
H 7.3556 11.2186 8.6078
H 8.4568 9.2564 7.9220
H 9.9595 7.3560 7.3311
H 12.0614 7.0086 8.5965
H 12.5910 8.4751 10.6036
```

Its HOMO-LUMO gap (alpha / beta) is 4.51 / 4.54 eV. The value obtained for the highest occupied orbital energy (alpha / beta) is -0.7 / -0.7 eV. The calculation puts the total energy at -6869.9903 Eh. As for the net charge: -2. The spin multiplicity is 8. The value obtained for the LUMO energy (alpha / beta) is 3.81 / 3.81 eV. As for the expectation value of S²: 15.760.

These are the Mulliken partial charges, in e, on atoms 1 to 4:
1 Eu 1.074
2 C -1.511
3 C 0.974
4 C -0.860


Density functional theory data (wB97M-V/def2-TZVPD) for a structure of composition C53H50N3O5PS3Ti.

The geometry in XYZ format:
```
116
C53H50N3O5PS3Ti (wB97M-V/def2-TZVPD)
Ti -0.5165 -1.4139 0.3857
C 1.6990 2.9115 -1.1447
C 1.9636 2.9517 0.3744
S 0.9835 1.8405 1.4405
C 0.2506 3.0148 2.6245
C -1.2776 3.0985 2.6124
S -2.0771 3.0878 0.9978
C -1.2027 4.4557 0.1789
C -0.8456 4.2365 -1.2935
S 0.0030 2.7066 -1.7402
H 2.2328 2.0749 -1.6055
H 2.1128 3.8157 -1.5935
H 1.7937 3.9591 0.7443
H 3.0158 2.7223 0.5421
H 0.7111 3.9793 2.4296
H 0.5593 2.6924 3.6148
H -1.5920 3.9871 3.1614
H -1.7022 2.2316 3.1170
H -0.3055 4.6605 0.7563
H -1.8516 5.3275 0.2519
H -0.2312 5.0686 -1.6391
H -1.7495 4.2170 -1.9028
O -1.6611 0.1585 0.0837
C -2.9059 -0.1691 -0.7163
C -2.4517 -1.3497 -1.6021
O -2.8802 -1.6116 -2.6704
O -1.4976 -2.0863 -0.9427
C -3.3896 1.0334 -1.4828
C -2.8510 1.3472 -2.7320
C -3.2810 2.4731 -3.4166
C -4.2488 3.2987 -2.8547
C -4.7853 2.9946 -1.6105
C -4.3597 1.8637 -0.9290
C -3.9626 -0.7607 0.2126
C -3.7874 -0.8265 1.5872
C -4.7631 -1.4138 2.3883
C -5.9097 -1.9333 1.8139
C -6.0902 -1.8565 0.4354
C -5.1235 -1.2716 -0.3644
H -1.5864 1.1545 0.2592
H -2.1218 0.6950 -3.1970
H -2.8766 2.6948 -4.3963
H -4.5920 4.1736 -3.3930
H -5.5460 3.6297 -1.1747
H -4.7928 1.6238 0.0350
H -2.9206 -0.3783 2.0542
H -4.6245 -1.4576 3.4618
H -6.6685 -2.3899 2.4376
H -6.9894 -2.2531 -0.0192
H -5.2646 -1.2144 -1.4381
N 0.6500 -0.5216 -1.2739
C 1.0119 -1.6375 -2.1335
C 0.7350 -1.6622 -3.4812
C 1.0276 -2.8171 -4.1988
C 1.5929 -3.9176 -3.5682
C 1.8733 -3.8763 -2.2076
C 1.5772 -2.7297 -1.4879
P 1.8202 -2.4630 0.2860
C 3.2348 -1.3416 0.3682
C 4.1610 -1.2717 -0.6756
C 5.2615 -0.4367 -0.5607
C 5.4464 0.3209 0.5923
C 4.5320 0.2480 1.6342
C 3.4220 -0.5784 1.5214
C 2.3518 -4.0258 0.9950
C 1.4625 -5.1045 1.0394
C 1.8838 -6.3194 1.5536
C 3.1854 -6.4626 2.0219
C 4.0669 -5.3925 1.9793
C 3.6523 -4.1672 1.4752
H 1.4865 -0.0446 -0.9351
H 0.1058 0.1787 -1.7757
H 0.2883 -0.8030 -3.9729
H 0.8107 -2.8526 -5.2587
H 1.8097 -4.8138 -4.1348
H 2.3119 -4.7327 -1.7104
H 4.0303 -1.8729 -1.5673
H 5.9817 -0.3844 -1.3672
H 6.3118 0.9665 0.6780
H 4.6814 0.8300 2.5359
H 2.7053 -0.6279 2.3325
H 0.4521 -4.9976 0.6695
H 1.1994 -7.1578 1.5878
H 3.5133 -7.4166 2.4177
H 5.0812 -5.5082 2.3414
H 4.3433 -3.3347 1.4469
O -0.3137 0.5246 3.9987
C -0.5218 -0.6252 3.7282
N -0.8539 -1.6530 4.5495
C -1.0253 -2.9512 3.8952
C -0.7515 -2.4661 2.4826
O -0.8076 -3.1054 1.3731
N -0.4438 -1.1817 2.4012
C 0.0561 -3.9502 4.3418
C -0.2821 -5.1913 4.8630
C 0.7131 -6.0427 5.3338
C 2.0423 -5.6574 5.2851
C 2.3848 -4.4179 4.7527
C 1.3962 -3.5705 4.2843
C -2.4475 -3.4967 4.0190
C -3.2440 -3.1226 5.0949
C -4.5234 -3.6472 5.2350
C -5.0173 -4.5400 4.2945
C -4.2232 -4.9150 3.2189
C -2.9425 -4.4002 3.0824
H -0.8331 -1.5411 5.5497
H -1.3167 -5.5009 4.9125
H 0.4400 -7.0048 5.7493
H 2.8129 -6.3154 5.6686
H 3.4228 -4.1105 4.7140
H 1.6753 -2.5980 3.8868
H -2.8815 -2.4273 5.8420
H -5.1311 -3.3562 6.0829
H -6.0144 -4.9484 4.4043
H -4.5984 -5.6170 2.4855
H -2.3301 -4.7153 2.2479
```

Its HOMO-LUMO gap is 7.05 eV. The value obtained for the highest occupied orbital energy is -13.3 eV. The calculation puts the total energy at -4975.2293 Eh. As for the net charge: +2. The value obtained for the LUMO energy is -6.25 eV.

These are the Mulliken partial charges, in e, on atoms 1 to 4:
1 Ti -1.737
2 C -1.093
3 C -1.352
4 S 0.765


Energy above the lowest of the compared OMol25 structures with the same formula, charge and spin
In order: 0.00 37.39
Unit: kJ/mol